A:
C2H7NOSi in the gas phase. Source: OMol25; level of theory: the ωB97M-V functional and the def2-TZVPD basis.

Element x y z (Å)
1 Si 0.266 1.662 0.152
2 O 1.034 -2.376 0.026
3 N 0.027 -0.143 0.312
4 C 1.342 -1.337 0.470
5 C -1.073 -0.676 -0.408
6 H -1.784 0.157 -0.750
7 H -0.253 1.931 -1.174
8 H 1.648 1.675 0.523
9 H -0.749 2.399 1.018
10 H 2.060 -0.859 1.082
11 H -1.738 -1.396 0.166
12 H -0.780 -1.038 -1.416

Output
SMILES ... CN([SiH3])C=O
Frontier orbital gap ... 9.506 eV

Löwdin population analysis, charges in e, atoms 1 to 5:
1. Si 0.600
2. O 0.081
3. N -0.331
4. C -0.145
5. C -0.279

B:
C2H7NOSi in the gas phase. Source: OMol25; level of theory: the ωB97M-V functional and the def2-TZVPD basis.

Element x y z (Å)
1 Si 2.267 -0.467 -1.549
2 O 1.340 0.402 -0.380
3 N 0.082 -0.107 -0.050
4 C -2.320 -0.371 0.795
5 C -0.668 0.556 0.653
6 H 1.809 -0.553 -2.897
7 H -2.761 -0.444 -0.248
8 H -1.940 -1.197 1.353
9 H 2.496 -1.760 -0.808
10 H -0.735 1.519 0.970
11 H 3.290 0.461 -1.548
12 H -2.829 0.309 1.480

Output
SMILES ... C/C=N/O[SiH3]
Frontier orbital gap ... 10.377 eV

Löwdin population analysis, charges in e, atoms 1 to 5:
1. Si 0.645
2. O -0.394
3. N -0.087
4. C -0.002
5. C -0.087

It is B that is the least stable of them.

A:
2 unconnected molecules or ions with the total composition C9H14N2O2. Source: OMol25; level of theory: the ωB97M-V functional and the def2-TZVPD basis.

Element x y z (Å)
1 O 1.060 1.593 -0.477
2 O -2.773 2.483 -2.902
3 N -3.061 1.612 -0.786
4 N -0.908 2.174 -1.553
5 C -2.410 1.354 0.443
6 C 2.648 -2.857 2.408
7 C -1.035 1.349 0.681
8 C -0.155 1.727 -0.393
9 C 1.455 -1.824 2.173
10 C 1.428 -1.787 0.563
11 C 2.437 -2.849 -0.022
12 C 2.664 -3.785 1.174
13 C -2.236 2.151 -1.823
14 H 3.626 -2.279 2.561
15 H -0.708 0.736 1.612
16 H 0.597 -2.183 2.659
17 H -4.000 1.934 -1.016
18 H 1.674 -4.326 1.315
19 H -3.096 0.967 1.232
20 H -0.493 2.510 -2.377
21 H 0.443 -1.956 0.141
22 H 3.369 -2.461 -0.349
23 H 1.635 -0.813 0.184
24 H 2.468 -3.530 3.205
25 H 1.944 -3.232 -0.894
26 H 3.524 -4.457 1.139
27 H 1.724 -0.888 2.767

Output
SMILES ... O=c1cc[nH]c(=O)[nH]1.C1CCCC1
Frontier orbital gap ... 9.861 eV

Löwdin population analysis, charges in e, atoms 1 to 5:
1. O 0.065
2. O 0.036
3. N 0.114
4. N 0.198
5. C -0.054

B:
2 unconnected molecules or ions with the total composition C9H14N2O2. Source: OMol25; level of theory: the ωB97M-V functional and the def2-TZVPD basis.

Element x y z (Å)
1 O -1.746 -2.162 -0.065
2 O -1.164 2.068 -1.928
3 N -1.826 1.965 0.330
4 N -1.964 0.029 -1.083
5 C -2.197 -0.254 1.329
6 C 2.292 0.401 -0.209
7 C 1.369 0.258 0.920
8 C -1.838 1.160 1.497
9 C -1.937 -0.899 0.018
10 C 1.211 -1.628 -0.791
11 C 0.683 -1.208 0.709
12 C 1.673 -0.302 -1.355
13 C -1.518 1.445 -0.958
14 H -2.170 -0.791 2.277
15 H 2.219 -0.053 -2.364
16 H -0.531 -1.111 0.785
17 H -1.350 -0.289 -1.955
18 H 2.061 -2.352 -0.654
19 H 1.247 -2.016 1.478
20 H 1.709 0.570 1.885
21 H 3.022 -0.198 0.207
22 H -1.996 1.647 2.501
23 H 0.771 0.242 -1.584
24 H 2.397 1.497 -0.284
25 H -1.278 2.996 0.118
26 H 0.519 0.977 0.641
27 H 0.342 -1.993 -1.464

Output
SMILES ... O=c1cc[nH]c(=O)[nH]1.C1CCCC1
Frontier orbital gap ... 9.119 eV

Löwdin population analysis, charges in e, atoms 1 to 5:
1. O -0.010
2. O 0.089
3. N 0.055
4. N 0.185
5. C 0.006

It is B that is the least stable of them.

A:
2 unconnected molecules or ions with the total composition C9H14N2O2. Source: OMol25; level of theory: the ωB97M-V functional and the def2-TZVPD basis.

Element x y z (Å)
1 O 2.635 -2.066 -0.105
2 O 3.091 -1.909 -2.313
3 N 2.487 0.589 1.100
4 N 0.333 1.900 0.732
5 C -2.145 -1.136 1.574
6 C 2.169 2.098 -0.828
7 C 2.907 -2.068 -1.195
8 C -2.025 -0.750 0.081
9 C -0.612 -0.245 -0.257
10 C 0.160 0.796 -0.005
11 C 1.547 1.278 0.290
12 C -3.281 -0.059 -0.672
13 C -1.008 -1.557 -0.783
14 H -0.728 -2.447 -0.314
15 H -1.210 -1.718 1.643
16 H 2.694 1.544 -1.633
17 H -3.127 1.099 -0.622
18 H 0.011 1.829 1.690
19 H -1.993 -0.283 2.188
20 H 1.994 0.427 1.959
21 H 3.255 1.195 1.234
22 H 1.416 2.734 -1.247
23 H -3.032 -0.204 -1.722
24 H -1.215 -1.730 -1.766
25 H 3.101 2.753 -0.390
26 H -3.189 -1.501 1.753
27 H -4.236 -0.567 -0.392

Output
SMILES ... CC1(C)C/C1=C1/N[C@@]1(C)N.O=C=O
Frontier orbital gap ... 8.865 eV

Löwdin population analysis, charges in e, atoms 1 to 5:
1. O 0.223
2. O 0.208
3. N 0.124
4. N 0.124
5. C -0.037

B:
2 unconnected molecules or ions with the total composition C9H14N2O2. Source: OMol25; level of theory: the ωB97M-V functional and the def2-TZVPD basis.

Element x y z (Å)
1 O -6.019 0.054 0.928
2 O -2.453 2.364 -0.182
3 N -2.483 0.033 -0.833
4 N -4.357 1.111 0.244
5 C -4.190 -1.346 -0.029
6 C 3.102 -0.612 1.218
7 C 3.685 0.769 0.878
8 C 2.227 -1.029 -0.011
9 C -3.039 1.255 -0.230
10 C 2.209 0.187 -0.909
11 C 3.500 0.867 -0.603
12 C -3.127 -1.225 -0.861
13 C -4.882 -0.227 0.475
14 H 1.985 -0.231 -1.987
15 H -2.771 -2.038 -1.457
16 H 3.480 1.954 -0.839
17 H -1.417 0.104 -1.070
18 H 1.210 -1.211 0.385
19 H 4.063 -1.181 1.335
20 H 4.336 0.287 -1.007
21 H 2.498 -0.698 2.133
22 H -4.680 1.922 0.729
23 H 4.680 0.936 1.187
24 H 2.506 -1.988 -0.419
25 H -4.578 -2.411 0.304
26 H 3.125 1.544 1.242
27 H 1.388 0.810 -0.621

Output
SMILES ... O=c1cc[nH]c(=O)[nH]1.C1CCCC1
Frontier orbital gap ... 9.392 eV

Löwdin population analysis, charges in e, atoms 1 to 5:
1. O 0.014
2. O 0.022
3. N 0.087
4. N 0.162
5. C -0.033

It is A that is the least stable of them.